No. 1
Density functional theory data (ωB97M-V/def2-TZVPD) for a molecular structure, C13H19CeP2.

```
35
Properties=species:S:1:pos:R:3:forces:R:3:lowdin_charge:R:1
C 0.49685 0.70904 -3.93089 -0.533 0.547 1.133 -0.310
C 0.19963 0.08717 -5.14000 -0.195 -0.255 -0.565 -0.198
C -0.18658 -1.27371 -5.27601 -0.137 0.538 1.141 -0.101
C -0.23470 -2.14451 -4.15555 -0.047 -0.178 -0.477 -0.194
C 0.02475 -1.75216 -2.84607 -0.511 0.844 0.770 -0.276
Ce -0.86786 0.17650 -2.27302 0.945 -1.958 -2.436 0.882
P 0.23033 2.74033 -1.33258 0.272 1.545 0.483 0.712
H 0.98831 1.69657 -3.89970 -0.137 -0.360 -0.520 0.021
H 0.27002 0.63763 -6.09311 0.212 -0.149 0.490 0.110
H -0.35651 -1.68857 -6.27295 -0.094 0.234 0.385 0.109
H 0.15854 -2.48262 -2.03458 -0.164 -0.136 -0.464 0.028
H -0.46644 -3.19339 -4.40005 0.258 0.357 0.256 0.111
H -0.79262 3.38018 -0.55168 0.423 -0.191 -0.245 -0.088
H 0.40259 3.80983 -2.26359 -0.099 -0.411 0.231 -0.074
H 1.32540 3.10121 -0.49243 -0.351 -0.271 -0.212 -0.082
C 1.79536 0.13024 0.93722 -0.013 -0.092 -0.144 -0.251
P 0.01231 -0.27081 0.69139 0.513 -0.289 1.302 0.832
C 0.03922 -2.09719 0.64663 -0.074 -0.207 -0.254 -0.268
C -0.53298 0.02962 2.43835 -0.508 0.589 -0.011 -0.372
C -0.09552 -0.75804 3.52060 -0.078 0.209 0.065 -0.093
C -0.38221 -0.37730 4.83782 -0.032 0.203 -0.245 -0.062
C -1.09891 0.79970 5.08656 -0.046 -0.002 -0.416 -0.064
C -1.57027 1.56980 4.01339 0.130 -0.089 0.087 -0.072
C -1.29563 1.18712 2.69649 0.324 -0.400 0.252 -0.109
H 2.38296 -0.16895 0.05999 -0.074 0.117 0.171 0.054
H 2.15133 -0.41011 1.82688 -0.032 0.203 -0.313 0.057
H 1.90182 1.20996 1.10656 0.037 -0.306 -0.016 0.035
H 0.24640 -2.51168 1.63745 0.019 0.022 -0.331 0.038
H -0.94476 -2.45359 0.31487 0.251 -0.076 0.103 0.055
H 0.80047 -2.43176 -0.06806 -0.172 -0.015 0.232 0.045
H 0.49294 -1.66715 3.36692 -0.200 0.375 0.034 0.098
H -0.02382 -0.98701 5.67395 -0.150 0.233 -0.387 0.116
H -1.28761 1.12295 6.11224 0.019 -0.147 -0.342 0.114
H -2.13565 2.48588 4.20468 0.182 -0.353 -0.054 0.112
H -1.64721 1.79487 1.85826 0.061 -0.133 0.299 0.086
```
Positions in Å, forces in eV/Å.

total energy	-1664.14023	Eh
total charge	+1
orbital gap (spin up / spin down)	6.607 / 6.595	eV
M	377.36	g mol⁻¹

No. 2
Density functional theory data (ωB97M-V/def2-TZVPD) for 2 unconnected molecules or ions with the total composition C2H2Cl3I.

```
8
Properties=species:S:1:pos:R:3:forces:R:3:lowdin_charge:R:1
C -0.44418 0.22563 -0.41186 -2.222 1.755 -2.121 -0.546
C -2.22152 -0.05943 1.50330 0.805 -1.142 -0.830 -1.714
Cl -1.26412 -0.67821 2.79639 0.335 -0.601 -0.003 0.548
Cl -3.28500 -1.21059 0.75574 0.031 0.528 0.538 0.492
Cl -2.77646 1.45852 1.90139 -0.980 1.404 -0.175 0.598
I -1.19567 -1.01585 -1.95117 0.756 0.998 0.797 0.722
H -0.33737 1.33784 -0.54755 -0.261 -1.538 -0.093 0.017
H -0.04587 -0.23669 0.39698 1.537 -1.404 1.887 -0.117
```
Positions in Å, forces in eV/Å.

total energy	-1755.53768	Eh
orbital gap (spin up / spin down)	8.318 / 7.693	eV
M	259.30	g mol⁻¹

No. 3
Density functional theory data (ωB97M-V/def2-TZVPD) for C19H32N2O5 in the gas phase.

```
58
Properties=species:S:1:pos:R:3:forces:R:3:lowdin_charge:R:1
C -2.28204 -0.01611 -0.62028 -0.001 -0.001 0.007 -0.060
C -3.02789 1.15930 -1.22297 -0.015 0.006 -0.004 -0.249
O -3.56879 2.04568 -0.25548 0.011 -0.004 -0.006 -0.096
C -2.64173 2.84880 0.41790 -0.010 0.011 0.026 -0.309
C -3.20509 4.16799 0.95473 0.002 -0.004 -0.007 -0.094
C -2.31973 3.97845 2.20395 0.006 0.001 -0.001 -0.108
C -2.23158 2.47240 1.87488 -0.005 -0.016 -0.012 -0.156
C -0.88934 1.81380 2.05308 0.004 0.016 0.020 -0.458
O 0.14312 2.36559 1.69994 0.008 -0.015 -0.011 0.063
N -0.90650 0.56341 2.57493 -0.020 0.013 0.012 0.123
C 0.27227 -0.25148 2.77693 0.000 0.003 0.010 -0.246
C 1.25190 -0.28189 1.60161 -0.004 -0.013 -0.012 -0.072
C 1.86413 -1.71956 1.60895 0.007 0.014 -0.014 -0.191
C 1.56083 -2.37519 0.26947 0.010 0.029 0.009 -0.448
O 0.65343 -3.17090 0.11062 -0.013 -0.005 -0.003 0.087
N 2.35031 -1.94625 -0.75300 0.002 -0.027 0.007 0.143
C 2.08104 -2.27630 -2.12640 0.035 0.014 -0.072 -0.451
C 0.83469 -1.65055 -2.71488 -0.048 -0.018 0.132 -0.090
C 0.79976 -0.14096 -2.62280 -0.071 0.022 -0.110 -0.236
O 1.76048 0.40917 -3.50013 0.066 -0.010 0.070 -0.179
C 1.76931 1.81682 -3.44549 -0.002 0.003 -0.003 -0.109
C 3.29144 -2.46654 -2.98831 0.016 0.016 -0.021 -0.062
C 2.46516 -3.65336 -2.57314 0.007 -0.022 0.005 -0.058
C 1.18867 -2.45786 2.76959 -0.002 -0.009 -0.008 -0.083
C -0.12646 -1.71540 2.94592 0.001 0.002 -0.001 -0.347
O -0.84616 -1.97810 4.13528 0.003 0.007 0.002 -0.005
H -2.00521 -0.72757 -1.40056 -0.002 0.002 0.003 0.071
H -1.36838 0.30519 -0.11933 0.002 0.002 -0.005 0.052
H -2.90864 -0.53518 0.10650 -0.001 0.000 -0.002 0.088
H -2.37331 1.71855 -1.90400 0.002 -0.001 -0.002 0.114
H -3.88473 0.80929 -1.79882 0.006 -0.003 -0.002 0.120
H -1.73929 3.00939 -0.18364 0.001 0.001 -0.002 0.160
H -3.07497 5.06239 0.34833 0.003 0.000 0.000 0.107
H -4.26201 4.03643 1.18862 -0.001 0.001 0.004 0.118
H -1.33931 4.43635 2.08316 0.001 0.004 0.000 0.112
H -2.73627 4.25001 3.17124 -0.007 -0.002 -0.003 0.107
H -3.04554 1.90954 2.33597 0.003 0.001 0.001 0.152
H -1.77211 0.20453 2.94531 -0.001 -0.007 -0.018 0.144
H 0.79963 0.06944 3.68669 0.006 0.005 -0.008 0.165
H 0.70265 -0.10453 0.67562 0.002 -0.006 0.002 0.097
H 2.00078 0.50143 1.67358 0.000 -0.003 0.004 0.118
H 2.94675 -1.67781 1.73855 0.001 0.003 0.005 0.142
H 3.01978 -1.21822 -0.56406 -0.005 0.006 -0.001 0.153
H 0.74554 -1.94523 -3.76266 0.001 -0.003 0.002 0.132
H -0.03169 -2.05512 -2.18390 0.005 0.004 -0.004 0.114
H -0.20008 0.22609 -2.89434 -0.003 0.004 0.000 0.116
H 0.99505 0.19433 -1.59363 -0.003 -0.003 -0.005 0.111
H 2.53394 2.16926 -4.13425 0.000 0.003 0.001 0.087
H 0.79881 2.23106 -3.74516 0.002 0.000 0.000 0.087
H 2.00025 2.17544 -2.43525 0.002 0.000 -0.001 0.089
H 3.22565 -2.11073 -4.00628 -0.002 -0.006 -0.001 0.105
H 4.26133 -2.34431 -2.52485 0.000 -0.002 0.005 0.104
H 2.86974 -4.31526 -1.82154 0.002 0.002 0.001 0.108
H 1.83421 -4.12917 -3.31102 -0.003 0.004 -0.003 0.107
H 1.04020 -3.51431 2.55874 0.000 -0.002 0.013 0.125
H 1.78670 -2.35733 3.68105 0.003 -0.004 0.002 0.127
H -0.79945 -1.98778 2.12834 0.001 -0.006 0.003 0.161
H -0.26125 -1.82712 4.88666 -0.002 -0.007 -0.002 0.096
```
Positions in Å, forces in eV/Å.

total energy	-1228.87610	Eh
SMILES string	CCO[C@H]1CC[C@@H]1C(=O)N[C@@H]1C[C@H](C(=O)NC2(CCOC)CC2)C[C@H]1O
orbital gap	10.152	eV
M	368.47	g mol⁻¹

No. 4
Density functional theory data (ωB97M-V/def2-TZVPD) for 3 unconnected molecules or ions with the total composition C3H9O3S.

```
16
Properties=species:S:1:pos:R:3:forces:R:3:lowdin_charge:R:1
O -1.05056 -0.32805 1.91593 -0.611 0.789 -0.416 0.015
C -0.32999 -0.38683 0.94149 0.753 -1.556 0.937 -0.269
C -0.69373 -0.27444 -0.50448 -0.764 -0.940 0.791 -0.189
C -2.05822 0.34537 -0.70535 -0.122 2.215 0.084 -0.104
S 3.11447 3.05344 -1.15280 0.894 0.278 0.699 -0.076
H 0.63774 -0.86450 1.15316 0.403 0.701 -0.721 0.087
H 0.15620 0.00182 -1.10422 0.170 0.916 -0.222 0.111
H -0.73789 -1.35087 -0.72370 -0.151 -0.147 -0.063 0.122
H -2.43791 0.79863 0.21768 -0.031 -0.999 0.458 0.066
H -2.00028 1.32048 -1.20649 0.216 -0.512 -0.918 0.071
H 1.02314 3.13945 -1.73310 -0.776 0.672 0.498 -0.088
H -2.83620 -0.26618 -1.14660 0.115 -0.133 -0.114 0.065
O 1.74231 2.64893 -2.08314 -0.193 -1.032 -1.182 -0.824
H 1.27765 -2.19307 2.51638 0.606 -0.434 0.499 0.039
H 2.47233 -3.09434 1.86974 0.856 -0.507 1.020 0.018
O 1.72093 -2.54982 1.74550 -1.364 0.689 -1.352 -0.044
```
Positions in Å, forces in eV/Å.

total energy	-743.56937	Eh
total charge	-1
orbital gap	4.583	eV
M	125.17	g mol⁻¹